[1]
28
Properties=species:S:1:pos:R:3:forces:R:3 method="wB97M-V/def2-TZVPD" orbital_gap_ha=0.3570 spin_multiplicity=1 fmax_ev_per_a=6.0
S 0.628758 -0.544182 -0.261941 0.5 -2.2 -0.1
O 2.159762 -0.657793 0.217381 1.0 -0.2 -0.4
O -0.081592 -1.769667 0.179492 1.6 2.3 -0.9
O 0.670961 -0.170085 -1.649136 -0.6 -0.1 0.3
N -0.391324 0.223710 1.995054 0.8 5.7 -1.6
N -2.700804 -0.557449 0.123512 0.3 -0.3 0.1
C 3.285083 -0.958788 -0.759054 -0.2 -0.4 1.9
C -0.956913 1.276412 2.675377 0.4 -0.4 -0.9
C -2.969705 -0.243220 -1.072902 -0.6 -1.1 -0.8
C -0.913421 2.421804 1.865731 0.9 -1.3 0.2
C -0.201258 2.082065 0.662914 -0.6 -1.5 0.9
C 0.118196 0.726914 0.762295 -1.8 -0.3 2.0
C 3.768103 -2.416062 -0.641867 -0.4 0.4 -1.2
C -2.927968 1.208509 -1.451701 -0.2 1.2 0.4
H -3.324883 -1.040908 -1.803971 0.6 1.1 0.5
H 3.933629 -2.837788 0.350778 0.5 0.6 -0.1
H -0.471166 -0.695919 2.210444 -0.1 -3.1 0.7
H 3.013689 -3.066462 -1.086212 -0.2 0.0 0.0
H -2.554210 1.608006 -2.412472 0.4 -1.1 0.3
H 2.859884 -0.800212 -1.696763 -0.6 0.2 -1.7
H 4.117031 -0.222714 -0.665477 -0.9 -0.4 0.7
H -1.285449 1.077603 3.697923 -0.2 0.4 -0.5
H -2.389442 1.697089 -0.618110 -0.3 -0.1 -0.5
H -1.298533 3.384952 2.132868 0.0 0.2 0.0
H -3.933098 1.641037 -1.471426 -0.3 -0.3 0.3
H 4.624903 -2.460523 -1.358250 -0.2 -0.3 1.0
H -2.696852 -1.575258 0.300112 -0.3 0.6 -0.4
H -0.083382 2.668928 -0.224600 0.3 0.3 -0.1

[2]
28
Properties=species:S:1:pos:R:3:forces:R:3 method="wB97M-V/def2-TZVPD" orbital_gap_ha=0.3544 spin_multiplicity=1 fmax_ev_per_a=3.6
O -0.024691 1.724728 -1.504164 0.1 0.5 -1.5
O -0.704008 -2.579984 -0.623918 0.2 1.5 -0.1
O -0.994580 2.631338 0.292236 0.5 -1.4 -1.1
O -3.554117 -0.612686 0.458610 -0.9 -0.4 0.0
N -1.235330 -0.532098 -1.331181 -1.6 -0.4 -0.1
N 1.848385 -0.296992 -1.120537 -0.2 1.2 0.0
C -1.839257 0.537824 -0.515413 0.8 0.1 -1.6
C -2.432292 0.148429 0.797098 1.0 -0.5 -0.2
C 1.050413 -1.092040 -0.213339 -0.6 -1.2 -0.8
C 2.911462 0.270836 -0.257556 -1.5 0.2 0.5
C 2.264225 0.449824 1.161629 -1.2 0.9 -1.0
C -0.898258 1.713530 -0.508021 -0.8 1.5 1.5
C 1.162230 -0.624580 1.249918 0.1 0.2 -0.2
C -0.362763 -1.390458 -0.703784 0.7 -3.5 0.6
H 2.983365 0.425923 1.953596 0.4 -0.1 0.5
H -2.596116 1.099066 1.262824 -0.6 0.3 0.9
H -0.211365 1.024062 -2.196971 -0.3 0.7 1.2
H 0.193232 -0.300037 1.681308 0.8 0.1 -0.2
H -1.673494 -0.443239 1.333354 -0.5 0.2 0.3
H -2.003413 -1.185227 -1.583257 0.5 0.7 -0.1
H -4.124759 -0.869292 1.198039 0.6 0.3 -0.1
H 1.462462 -2.109756 -0.264331 -0.1 0.3 0.2
H -2.645738 0.868612 -1.160912 -0.5 0.3 0.1
H 3.272528 1.222584 -0.620584 0.2 0.1 -0.3
H 3.692411 -0.459279 -0.261297 0.8 -0.3 0.3
H 1.487038 -1.484010 1.807280 0.1 -0.3 0.5
H 1.715129 1.426372 1.199318 0.8 -0.5 -0.1
H 1.257308 0.436552 -1.529942 1.2 -0.5 0.7

[3]
29
Properties=species:S:1:pos:R:3:forces:R:3 method="wB97M-V/def2-TZVPD" orbital_gap_ha=0.3027 spin_multiplicity=1 fmax_ev_per_a=5.6
S 2.219952 -0.345286 -0.597312 2.8 1.0 -1.0
O 3.714263 0.252755 -0.214641 -0.1 -0.5 -0.6
O 2.347181 -1.524485 -1.392851 0.2 -0.8 0.8
O -2.053819 2.297923 -1.394582 0.5 2.8 -0.9
O 1.589876 0.720171 -1.309709 -1.0 0.9 0.4
N 2.737486 3.025609 -0.026056 0.8 -3.1 2.1
N 1.470431 -2.111913 1.264859 -0.4 -2.0 -1.3
C 1.592557 0.182222 2.050620 1.9 0.6 -5.2
C -1.458572 0.255727 -0.265574 -0.9 -0.7 -0.4
C 2.176948 2.263439 0.761201 1.9 2.0 0.1
C 1.697422 -0.755483 1.068676 -0.8 0.4 1.2
C -0.904268 -0.956147 -0.992729 -0.5 1.7 1.2
C -2.515924 1.061237 -1.143721 0.2 -3.2 1.8
C 2.058443 1.543826 1.857553 -1.4 -0.7 0.5
C -1.297320 -2.192651 -0.807403 1.6 -2.6 -1.1
H -2.129455 -2.608898 -0.266257 -0.3 0.6 0.5
H 1.970260 -2.620383 0.484802 -1.0 0.4 1.3
H 0.472006 -2.468465 1.302737 1.6 1.0 -0.2
H 2.235850 1.972971 2.827718 0.2 1.0 -0.1
H -3.381866 1.068540 -0.449314 0.0 0.6 -1.0
H 2.255075 3.677079 -0.527068 -1.8 2.2 -1.6
H -0.611460 0.986749 -0.156644 -0.9 -0.8 0.8
H 4.163029 0.861324 -0.882163 -1.5 -1.0 0.9
H -1.343604 2.280502 -2.053563 -0.3 -0.1 0.3
H -0.066939 -0.657879 -1.591226 0.2 -0.7 -0.5
H 1.450932 -0.042626 3.022308 -0.8 -1.3 2.9
H -0.648227 -3.023315 -1.226128 -0.9 1.0 0.1
H -2.720809 0.474376 -2.050765 -0.3 0.2 0.2
H -1.995579 -0.141849 0.665697 1.1 1.0 -0.9

[4]
30
Properties=species:S:1:pos:R:3:forces:R:3 method="wB97M-V/def2-TZVPD" orbital_gap_ha=0.3694 spin_multiplicity=1 fmax_ev_per_a=3.3
O -0.702689 1.693192 1.363954 0.3 -2.2 -0.5
O 3.755963 0.443952 -1.903267 0.8 -0.2 0.8
O -2.792800 2.763009 -0.086433 -0.2 -1.5 -0.9
O -2.939988 -2.152638 -0.251241 0.2 -0.4 -0.8
O 5.405019 0.004673 -0.378713 -0.2 0.3 -0.8
O -4.606713 -0.936133 -1.055676 -0.4 0.4 -0.6
N -1.276192 0.022529 -0.098622 -1.1 1.6 2.0
N 0.818766 -1.655896 1.202427 -0.5 0.4 0.4
C 1.786674 0.102668 -0.045707 -0.2 0.1 -0.6
C -3.040800 1.568390 -0.836231 -2.4 -1.0 -0.2
C 4.115974 0.165579 -0.780162 0.2 -0.1 -0.2
C 3.221137 -0.107929 0.374674 0.5 -0.5 1.0
C 0.811176 -0.193650 1.099941 1.2 -0.5 -0.1
C -2.731315 0.226994 -0.034198 0.9 1.5 -2.8
C -3.523344 -0.972412 -0.565253 0.4 0.1 1.0
C -0.463755 0.582929 0.839266 -0.6 1.3 0.2
H 1.648378 1.159902 -0.396071 0.2 -1.0 0.1
H -4.146351 1.493800 -1.089572 1.1 0.5 0.5
H -2.103245 2.506029 0.546247 0.4 0.3 0.2
H 0.627335 -2.100741 0.313230 -0.2 -0.2 0.3
H 0.290850 -2.047205 1.983371 0.0 0.2 -0.6
H 1.627512 -0.605000 -0.912585 -0.3 0.9 0.7
H 3.529208 -1.124371 0.796784 -0.9 1.1 -0.7
H -3.451388 -2.818802 -0.762660 0.2 0.3 0.6
H -3.036644 0.342336 0.972229 -0.3 0.3 1.2
H -0.932059 -0.774578 -0.507409 0.6 -2.3 -0.9
H 1.245853 0.188673 2.028580 -0.2 0.2 -0.1
H 3.492148 0.570055 1.199134 0.0 0.0 -0.3
H -2.582293 1.493103 -1.856094 0.4 0.3 1.0
H 5.953590 0.161549 -1.159954 0.2 0.0 0.0

Energy relative to the best compared isomer or geometry (same formula, charge and spin) in eV, matching the order above: 2.980, 1.816, 2.490, 1.195